C48H45BiN6O5PS2Se2 | ωB97M-V with the def2-TZVPD basis set

Its energy above the lowest of the compared OMol25 structures with the same formula, charge and spin is 89.8 kcal/mol. The electronic energy is -237173.6953 eV. The value obtained for the HOMO energy is -5.05 eV. Its net charge is -1. The HOMO-LUMO gap is 7.33 eV.

Atoms and positions in Å:
Bi 13.68 11.02 14.04
C 13.72 7.04 16.64
C 13.17 8.24 15.93
O 13.99 9.01 15.40
C 11.72 8.38 15.93
C 10.89 7.32 16.33
C 9.54 7.44 16.42
C 8.98 8.72 16.12
C 9.73 9.78 15.76
C 11.12 9.63 15.62
O 11.82 10.72 15.50
H 14.78 7.16 16.70
H 13.54 6.17 16.02
H 13.36 6.88 17.71
H 11.36 6.43 16.68
H 8.86 6.64 16.71
H 7.92 8.84 16.25
H 9.30 10.79 15.73
Se 12.41 9.20 12.60
P 12.40 10.29 10.75
Se 14.67 11.78 11.55
C 11.75 9.00 9.60
C 11.13 9.40 8.45
C 10.92 8.57 7.36
C 11.13 7.22 7.47
C 11.66 6.72 8.69
C 11.98 7.60 9.74
C 10.90 11.48 10.79
C 9.37 11.06 10.86
C 8.39 11.47 9.81
C 8.75 12.42 8.90
C 10.06 12.98 8.95
C 11.07 12.57 9.72
H 10.87 10.45 8.28
H 10.53 9.02 6.44
H 10.96 6.55 6.64
H 11.73 5.67 8.86
H 12.43 7.17 10.65
H 9.20 10.00 11.12
H 7.42 11.06 9.87
H 8.15 12.68 8.06
H 10.20 13.82 8.32
H 12.00 13.07 9.70
C 15.83 8.48 9.18
N 16.56 8.99 10.30
C 17.26 10.16 10.35
C 17.76 10.36 11.56
N 17.26 9.32 12.34
C 16.53 8.41 11.54
S 16.08 6.85 11.90
C 17.63 9.11 13.70
C 18.92 9.01 14.02
C 19.30 8.78 15.36
C 18.25 8.81 16.30
C 16.98 8.98 15.86
N 16.65 9.12 14.60
H 16.34 7.59 8.87
H 15.81 9.23 8.43
H 14.85 8.21 9.53
H 17.20 10.87 9.53
H 18.05 11.26 12.09
H 19.67 9.02 13.28
H 20.29 8.59 15.65
H 18.44 8.60 17.34
H 16.18 8.99 16.55
C 16.73 14.16 10.77
C 16.23 14.06 12.23
C 14.98 14.90 12.46
C 17.32 14.46 13.20
O 16.02 12.70 12.55
H 17.03 15.14 10.54
H 16.00 13.87 10.04
H 17.63 13.57 10.54
H 15.17 15.99 12.45
H 14.57 14.65 13.44
H 14.19 14.66 11.72
H 17.56 15.48 12.91
H 18.22 13.84 13.05
H 17.02 14.46 14.25
O 12.77 13.54 14.64
N 12.26 12.79 13.74
C 11.18 13.06 13.03
C 10.43 14.27 13.37
N 9.77 15.18 13.53
C 10.54 12.18 12.08
N 9.29 11.97 12.12
O 14.49 10.02 19.26
S 14.34 10.89 18.09
C 13.65 12.47 18.52
C 12.54 12.83 17.76
C 11.93 14.08 18.01
C 12.45 14.89 18.99
C 13.62 14.53 19.67
C 14.18 13.33 19.44
C 16.03 11.46 17.76
C 16.38 12.04 16.52
C 17.73 12.48 16.32
C 18.69 12.34 17.32
C 18.27 11.76 18.52
C 16.99 11.30 18.74
H 12.15 12.14 16.97
H 11.11 14.38 17.39
H 11.94 15.85 19.26
H 14.00 15.22 20.42
H 15.09 13.04 20.00
H 15.65 12.18 15.79
H 17.99 12.98 15.43
H 19.67 12.66 17.15
H 18.96 11.72 19.35
H 16.77 10.79 19.67